The following is a quantum chemistry calculation of a cluster of 9 separate species, C28H59B3Br16INO5P2S2 in total in a non-equilibrium geometry, from the Open Molecules 2025 dataset.

For the total energy, the calculation gives -44569.0965 a.u. The LUMO energy is -0.2 eV. The value obtained for the frontier orbital gap is 8.114 eV. The SMILES is CCCCN(CCCCB1OB([PH2]=O)OB(P(O)I)O1)C(=S)SCCC.BrCCBr.BrCCBr.BrCCBr.BrCCBr.BrCCBr.BrCCBr.BrCCBr.BrCCBr. As for the relative energy (zero: lowest compared OMol25 entry of this formula, charge and spin): 0.000 eV. As for the HOMO energy: -8.3 eV.

Cartesian coordinates (Å):
I  -0.340  0.492  1.156
Br  -6.342  7.303  4.225
Br  -7.597  9.900  6.528
Br  4.402  -5.719  2.251
Br  -5.997  9.309  0.456
Br  -3.691  4.673  -1.518
Br  -0.528  5.647  -3.073
Br  0.673  -2.986  4.667
Br  -4.969  -3.819  1.782
Br  1.692  -5.945  6.621
Br  4.760  -9.047  5.637
Br  9.062  -0.691  1.298
Br  9.833  -3.752  3.205
Br  -8.190  -3.126  3.420
Br  5.850  -3.729  5.004
Br  4.206  -9.176  9.270
Br  -2.692  9.231  -1.163
S  -0.649  1.977  -6.747
S  -1.777  2.202  -4.006
P  -2.105  -6.089  -0.689
P  -1.496  -1.543  1.793
O  -0.758  -4.205  1.082
O  -2.699  -5.282  -1.801
O  0.515  -4.932  -0.777
O  -2.900  -1.466  0.924
O  0.295  -2.592  -0.334
N  0.728  1.307  -4.617
C  3.490  3.915  -2.338
C  9.310  -1.993  3.845
C  -1.681  3.933  -8.382
C  3.047  2.008  -4.033
C  -2.599  5.154  -8.523
C  1.365  -3.250  -2.569
C  -1.056  5.762  -1.208
C  0.668  0.275  -3.564
C  1.584  2.446  -4.216
C  -5.545  9.077  -1.421
C  3.661  -10.271  6.676
C  -6.574  -2.983  1.057
C  -7.905  8.445  4.071
C  1.877  -4.439  4.193
C  2.977  -9.572  7.820
C  -1.570  3.531  -6.917
C  3.644  2.420  -2.679
C  -0.551  1.801  -4.995
C  -7.246  -2.097  2.070
C  5.853  -5.653  4.729
C  -4.310  8.236  -1.596
C  1.170  -1.102  -4.046
C  8.282  -1.352  2.952
C  6.027  -6.015  3.278
C  -1.883  4.570  -0.805
C  -7.642  9.836  4.586
C  0.438  -2.265  -3.344
C  1.390  -5.765  4.708
B  -0.628  -5.030  -0.023
B  0.724  -3.602  -1.197
B  -0.542  -2.874  0.721
H  -6.540  -1.462  2.596
H  1.062  -1.154  -5.131
H  7.848  -0.483  3.442
H  -0.131  5.792  -0.636
H  7.495  -2.044  2.672
H  2.880  4.050  -1.441
H  2.354  -2.803  -2.431
H  2.994  4.472  -3.133
H  -2.715  5.456  -9.562
H  -6.237  -2.403  0.201
H  4.319  -11.069  7.006
H  -2.071  3.107  -8.981
H  -7.999  -1.482  1.583
H  3.667  2.403  -4.840
H  4.705  2.160  -2.665
H  6.248  -7.075  3.178
H  2.857  -4.175  4.578
H  10.221  -1.407  3.920
H  -3.579  4.934  -8.092
H  -0.294  -1.851  -2.646
H  3.177  1.811  -1.899
H  -3.009  -6.340  0.362
H  -4.311  7.354  -0.964
H  6.694  -6.030  5.307
H  -6.402  8.583  -1.872
H  4.927  -6.027  5.155
H  -3.516  -2.120  1.303
H  2.926  -10.668  5.981
H  -7.212  -3.794  0.720
H  2.210  -10.214  8.246
H  1.515  3.194  -5.009
H  -0.134  -2.835  -4.078
H  -4.197  7.933  -2.634
H  2.240  -1.181  -3.837
H  6.807  -5.432  2.797
H  -6.691  10.227  4.239
H  -8.445  10.506  4.287
H  1.907  -4.446  3.107
H  2.537  -8.627  7.516
H  -1.469  3.631  -1.164
H  3.081  0.918  -4.085
H  1.949  -6.576  4.245
H  -1.041  4.295  -6.343
H  4.452  4.388  -2.142
H  0.327  -5.907  4.543
H  1.162  2.902  -3.312
H  8.894  -2.154  4.837
H  -1.619  -7.354  -1.077
H  -1.586  6.703  -1.096
H  -1.994  4.533  0.276
H  -0.345  0.162  -3.182
H  -8.708  7.951  4.609
H  -2.190  5.984  -7.940
H  1.475  -4.172  -3.145
H  -2.563  3.413  -6.482
H  -0.701  4.197  -8.788
H  -5.434  10.072  -1.840
H  1.283  0.586  -2.714
H  -8.141  8.477  3.009